(1)
Below is a structure of composition C72H75GeKN3O3P3SSi4 in a non-equilibrium geometry, with properties calculated with the ωB97M-V functional and the def2-TZVPD basis.

Frontier orbital gap (alpha / beta): 0.229 / 0.188 Eh
HOMO level (alpha / beta): -0.170 / -0.170 Ha
Spin multiplicity: 2
LUMO level (alpha / beta): 1.6 / 0.5 eV
Net charge: -1
<S²>: 0.7900

Cartesian coordinates (Å):
K 0.331750 1.061137 -0.053781
C -1.220599 -2.467773 -6.436207
C 0.015604 -1.859409 -6.255107
C 0.192909 -0.957267 -5.222291
C -0.856396 -0.649708 -4.351703
C -2.085629 -1.270158 -4.538573
C -2.265719 -2.171138 -5.579773
P -0.499879 0.556912 -3.010749
C -0.664750 2.091369 -4.011215
C -0.841423 2.105190 -5.393352
C -0.838795 3.304534 -6.091630
C -0.671793 4.505874 -5.422101
C -0.505398 4.502333 -4.045184
C -0.492603 3.307883 -3.345976
C -2.080634 0.522892 -2.074711
C -3.024909 1.521353 -2.319372
C -4.212919 1.580665 -1.610985
C -4.491809 0.610151 -0.664951
C -3.569943 -0.395861 -0.424808
C -2.337582 -0.454067 -1.086038
Si -1.211164 -1.888941 -0.482568
C -0.552974 -3.213053 -1.669095
C -1.225170 -3.902122 -2.790170
C -0.559271 -4.564355 -3.741448
C 0.889626 -4.657928 -3.871624
C 1.851455 -4.177141 -3.071830
C 1.665508 -3.426365 -1.783308
P 3.245483 -2.732570 -1.031183
C 4.396455 -2.829511 -2.477714
C 5.602522 -3.524040 -2.494358
C 6.482762 -3.377484 -3.559074
C 6.175138 -2.536598 -4.616620
C 4.976295 -1.834734 -4.608362
C 4.108873 -1.965425 -3.539611
C 3.891117 -4.096940 -0.005584
C 3.557660 -5.433675 -0.201128
C 4.142628 -6.417024 0.581460
C 5.076163 -6.076636 1.549863
C 5.409700 -4.745776 1.753423
C 4.809145 -3.758980 0.986573
C -2.022714 -2.562447 1.051490
C -2.660329 -3.797776 1.029638
C -3.357961 -4.250607 2.138910
C -3.413481 -3.478897 3.288240
C -2.797057 -2.235699 3.320425
C -2.097026 -1.779104 2.211718
P -1.245338 -0.169240 2.160332
C -2.250294 0.793158 3.357956
C -1.727204 1.357996 4.516732
C -2.551399 2.053738 5.389044
C -3.900000 2.203358 5.109732
C -4.424113 1.667479 3.941898
C -3.603847 0.972586 3.070523
C 0.262215 -0.448738 3.165301
C 0.457914 -1.582207 3.944230
C 1.662887 -1.764267 4.611867
C 2.675011 -0.823392 4.505545
C 2.474401 0.325974 3.750096
C 1.274187 0.512047 3.084135
H -1.358078 -3.183639 -7.236833
H 0.839163 -2.096994 -6.916573
H 1.156809 -0.477420 -5.082846
H -2.905397 -1.046471 -3.867731
H -3.223362 -2.660801 -5.707611
H -0.979339 1.183701 -5.940131
H -0.966250 3.297053 -7.166955
H -0.668600 5.440105 -5.968679
H -0.381509 5.434850 -3.512083
H -0.357492 3.323652 -2.266940
H -2.836775 2.263141 -3.081193
H -4.920042 2.376464 -1.805825
H -5.424031 0.635977 -0.114750
H -3.805597 -1.155552 0.308365
H -2.309906 -3.906793 -2.796118
H -1.119190 -5.079526 -4.513551
H 1.225326 -5.216897 -4.739676
H 2.871620 -4.387653 -3.362531
H 5.854512 -4.194751 -1.682500
H 7.417503 -3.924478 -3.563731
H 6.867831 -2.422656 -5.440386
H 4.728284 -1.174071 -5.429910
H 3.180504 -1.401800 -3.520081
H 2.849368 -5.714000 -0.972144
H 3.874188 -7.456095 0.437765
H 5.540987 -6.852405 2.144015
H 6.140812 -4.482210 2.506683
H 5.054479 -2.715141 1.147240
H -2.604811 -4.415252 0.137534
H -3.841649 -5.219120 2.121175
H -3.908350 -3.860256 4.169484
H -2.842262 -1.640208 4.222131
H -0.678041 1.243011 4.751275
H -2.137661 2.479218 6.294402
H -4.543188 2.730184 5.802632
H -5.476279 1.788629 3.716959
H -4.014662 0.546359 2.163653
H -0.299778 -2.347332 4.047658
H 1.793416 -2.662818 5.202965
H 3.624084 -0.981186 5.002573
H 3.253050 1.075571 3.676166
H 1.116537 1.415690 2.501636
C 1.161010 7.568083 -0.511564
Si 1.420840 5.718173 -0.107774
C 2.184810 4.972018 -1.699455
C 2.896117 5.608774 1.102999
Ge -0.382496 4.388597 0.791578
Si -2.409145 5.513683 0.139377
C -3.886265 4.522307 0.822512
C -2.784029 5.640211 -1.730625
C -2.660323 7.313718 0.733784
Si -0.335731 5.279922 3.025872
C -2.011333 5.198543 3.928947
C 0.166306 7.115044 3.252629
C 0.877479 4.305568 4.143104
H 2.059056 8.041194 -0.916463
H 0.871039 8.111714 0.389852
H 0.358008 7.688859 -1.242932
H 3.217854 5.301358 -1.833715
H 1.635522 5.257162 -2.597662
H 2.190467 3.879136 -1.651940
H 3.801980 6.055073 0.685361
H 3.109750 4.558649 1.321596
H 2.686714 6.099775 2.053564
H -3.777601 3.460758 0.587173
H -4.836703 4.867292 0.405935
H -3.948942 4.605927 1.908971
H -2.682069 4.676211 -2.232665
H -2.108039 6.346498 -2.218408
H -3.803735 5.996338 -1.897973
H -2.818947 7.356522 1.812638
H -3.517938 7.790568 0.252229
H -1.778640 7.918174 0.509532
H -2.698945 5.961257 3.558868
H -1.884400 5.358943 5.002710
H -2.486510 4.226445 3.792652
H -0.404223 7.762426 2.583978
H 1.224571 7.278536 3.044028
H -0.023063 7.442793 4.278360
H 1.487119 3.615728 3.556529
H 0.329713 3.718632 4.883233
H 1.555863 4.973074 4.678531
O -0.622601 -4.373526 5.394496
S -0.515890 -5.811491 5.191546
O -1.747263 -6.521837 5.488078
O 0.700078 -6.387253 5.741404
C -0.281015 -6.055553 3.394286
N -0.519011 -7.289553 2.957828
C -0.289871 -7.497219 1.670264
C 0.159760 -6.512297 0.817718
C 0.335092 -5.224200 1.344770
N 0.124508 -5.023652 2.670579
C 0.686275 -4.080357 0.527942
C 1.216675 -2.924994 1.105783
C 1.353450 -1.734200 0.410025
N 0.521130 -1.402640 -0.722136
C 0.661433 -2.281411 -1.921684
C 0.538668 -4.154203 -0.956116
H -0.463830 -8.508736 1.316152
H 0.381988 -6.741351 -0.215269
H 1.602065 -3.002485 2.113454
H 1.870274 -0.907802 0.882071
H 0.725619 -1.712021 -2.839200
H 0.413892 -5.184621 -1.279758

Forces on the atoms, in the same order (eV/Å):
0.40 1.23 -0.10
0.02 -0.04 -0.04
-0.01 0.01 -0.05
-0.01 -0.05 0.10
0.13 -0.23 0.13
0.03 0.12 0.01
-0.07 -0.01 -0.05
-0.36 0.18 -0.93
0.19 0.12 0.08
-0.03 0.05 0.02
-0.01 0.05 -0.05
0.00 -0.03 0.01
-0.01 0.09 0.01
0.09 -0.14 -0.08
-0.09 0.16 0.10
-0.07 -0.08 0.04
-0.07 -0.06 0.02
-0.04 0.02 -0.06
-0.09 -0.01 -0.10
0.14 -0.41 -0.11
-0.10 -0.22 -0.79
-0.49 0.14 0.19
0.09 -0.24 -0.03
-0.25 0.08 -0.05
0.23 -0.09 0.00
-0.10 -0.11 -0.09
0.04 0.21 0.24
0.36 -0.52 -0.36
0.03 0.40 0.18
-0.12 -0.11 -0.01
0.06 0.01 -0.08
0.01 -0.04 0.00
-0.02 0.05 -0.06
-0.04 -0.12 0.05
-0.01 0.19 0.00
0.07 -0.02 0.00
-0.02 -0.08 -0.02
0.01 0.01 0.00
0.06 -0.06 0.03
-0.02 -0.04 -0.05
0.29 0.38 0.21
0.06 -0.11 -0.20
0.00 -0.11 0.01
0.06 0.04 0.02
0.01 -0.20 0.07
-0.02 -0.01 0.00
-0.17 -0.22 1.17
-0.12 0.19 -0.21
0.04 -0.07 -0.04
-0.07 -0.01 0.06
0.00 -0.06 0.07
-0.08 0.00 0.00
0.09 0.02 -0.01
-0.03 -0.03 -0.13
0.02 0.07 0.18
0.03 -0.14 0.09
0.02 0.02 -0.06
0.05 0.10 -0.03
-0.07 -0.10 -0.03
-0.01 0.01 -0.01
0.01 0.02 0.01
0.02 -0.03 0.01
-0.03 -0.03 -0.01
-0.02 0.04 0.00
-0.02 0.01 0.00
-0.02 -0.01 0.00
0.00 0.01 0.00
-0.01 -0.01 0.01
0.00 0.09 0.02
0.00 0.03 0.02
0.02 0.03 0.00
0.00 -0.01 0.02
-0.06 0.04 0.02
-0.01 -0.02 -0.11
-0.08 0.05 0.00
0.05 0.03 0.01
-0.01 0.00 -0.05
0.00 0.02 0.03
0.00 -0.01 0.03
0.00 -0.01 -0.01
0.00 0.01 0.01
0.02 0.05 -0.04
-0.02 0.01 0.00
-0.02 0.01 -0.02
-0.02 0.02 0.04
-0.04 0.03 0.03
0.01 0.00 0.02
0.00 -0.03 0.02
0.04 -0.01 -0.01
-0.02 0.00 0.05
0.02 0.02 0.04
0.01 -0.01 0.03
0.03 0.00 -0.01
0.01 0.05 -0.02
0.00 0.00 -0.03
-0.05 0.02 0.00
0.00 -0.13 -0.03
-0.04 -0.01 -0.01
-0.03 0.00 0.05
-0.01 0.01 0.01
0.02 0.12 0.08
-0.11 -0.28 0.15
0.47 0.10 -0.02
-0.26 0.02 0.13
-0.25 0.00 -0.03
-0.03 0.08 -0.16
-0.45 0.19 -0.12
0.16 0.03 0.05
0.25 -0.12 0.17
0.18 -0.19 0.03
0.06 0.32 0.49
0.06 -0.12 -0.29
-0.03 -0.19 -0.24
-0.07 0.00 -0.25
0.07 -0.08 -0.01
-0.03 0.03 0.01
-0.03 0.02 -0.01
0.03 0.07 0.08
0.00 -0.04 0.00
0.02 -0.01 -0.03
-0.01 0.03 -0.07
0.02 -0.01 0.00
0.01 -0.02 0.03
0.02 -0.02 -0.02
-0.01 0.07 -0.05
0.02 -0.02 0.03
0.01 0.00 -0.03
0.02 -0.01 -0.04
-0.05 0.03 0.11
0.03 0.01 0.03
-0.07 -0.09 -0.05
0.02 0.01 -0.02
-0.02 0.01 -0.02
0.10 0.02 0.03
-0.02 0.00 -0.01
-0.03 0.02 0.00
0.01 0.02 -0.02
-0.03 -0.07 0.06
0.05 -0.01 0.03
-0.02 -0.05 0.01
-0.01 0.05 0.02
0.08 0.17 -0.34
-0.19 0.21 0.42
0.18 -0.04 -0.16
-0.06 -0.11 -0.15
0.05 0.33 0.31
-0.09 -0.16 -0.16
0.06 -0.17 0.24
0.11 0.40 -0.25
-0.28 -0.67 0.71
0.15 0.17 -0.65
0.04 0.37 -0.13
0.14 -0.03 -0.14
-0.69 -0.17 0.42
0.52 -0.77 0.57
-0.01 0.05 -0.52
0.14 -0.07 0.32
0.02 0.00 -0.08
-0.10 -0.07 0.04
-0.01 0.08 0.05
0.13 -0.08 0.06
0.02 0.09 -0.02
-0.06 0.12 0.00

These are the Mulliken partial charges, in e, on atoms 1 to 99: K 1.305; C -0.608; C -0.774; C 0.059; C -0.303; C -0.174; C -0.742; P 0.618; C 0.082; C -0.982; C -0.821; C -1.198; C -0.238; C 0.598; C 0.276; C -0.701; C -0.849; C -0.403; C -0.567; C 0.783; Si -2.398; C 2.777; C -1.307; C -1.000; C -0.989; C -0.626; C 1.489; P -0.138; C 0.305; C -0.147; C -0.807; C -0.511; C -0.778; C -0.148; C 0.985; C 0.217; C -0.732; C -0.645; C -0.838; C -0.373; C 0.546; C 0.063; C -0.873; C -0.749; C 0.085; C -0.246; P 1.111; C 0.374; C -0.691; C -0.691; C -0.693; C -0.731; C 0.010; C 1.475; C -0.985; C -0.285; C -1.008; C -0.625; C -0.183; H 0.386; H 0.434; H 0.500; H 0.541; H 0.355; H 0.373; H 0.417; H 0.414; H 0.597; H 0.209; H 0.557; H 0.365; H 0.452; H 0.524; H 0.522; H 0.423; H 0.425; H 0.412; H 0.413; H 0.405; H 0.378; H 0.439; H 0.184; H 0.262; H 0.427; H 0.391; H 0.437; H 0.392; H 0.285; H 0.404; H 0.343; H 0.523; H 0.612; H 0.398; H 0.343; H 0.424; H 0.156; H 0.279; H 0.585; H 0.356



(2)
Below is a cluster of 4 separate species, C3H13NO3 in total in a non-equilibrium geometry, with properties calculated with the ωB97M-V functional and the def2-TZVPD basis.

Frontier orbital gap (alpha / beta): 0.396 / 0.247 Eh
Relative energy (zero: lowest compared OMol25 entry of this formula, charge and spin): 42.39 kcal per mole
HOMO level (alpha / beta): -0.546 / -0.545 Ha
Spin multiplicity: 2
LUMO level (alpha / beta): -4.1 / -8.1 eV
Net charge: +1
<S²>: 0.7679

Cartesian coordinates (Å):
C -1.540204 -1.774906 0.676295
C -0.865267 -0.703425 -0.139556
C -1.323273 0.099169 -1.123579
N 0.587911 -0.757492 0.086635
H -0.854499 -2.578794 0.812516
H -2.477046 -2.178574 0.216441
H -1.843441 -1.411694 1.679556
H -0.780513 0.883605 -1.637580
H -2.334004 0.347208 -1.390143
H 0.991909 -1.167278 0.935378
H 1.102941 0.127053 -0.116857
H 1.938878 2.557043 0.350126
H 0.946696 2.695306 -0.779286
O 1.565372 2.207083 -0.430638
H -0.355984 2.118242 3.051429
H 1.117555 1.647604 2.994265
O 0.537627 2.442399 2.869301
H 1.322407 -1.069892 -3.287516
H 1.054786 -1.579454 -1.942989
O 1.208149 -1.903201 -2.823797

Forces on the atoms, in the same order (eV/Å):
-1.93 0.63 -0.39
4.93 -2.85 2.38
-0.70 2.59 -1.17
-3.18 2.50 -0.25
0.45 -0.65 0.11
0.85 0.47 0.18
0.29 0.09 -0.51
1.15 -0.55 0.13
-0.83 -1.09 0.46
-0.71 -0.50 -0.43
-0.33 -0.39 -0.51
0.24 1.07 1.20
-4.97 4.63 -2.49
4.61 -5.91 1.38
0.22 0.18 0.08
-0.78 1.16 0.06
0.61 -1.36 -0.13
0.21 -0.04 -0.61
0.01 -0.25 0.73
-0.16 0.26 -0.22

The computed natural (NBO) charges, all in e, follow: C -0.690; C 0.274; C -0.152; N -0.610; H 0.255; H 0.273; H 0.274; H 0.229; H 0.247; H 0.425; H 0.449; H 0.500; H 0.469; O -0.952; H 0.473; H 0.465; O -0.936; H 0.468; H 0.443; O -0.904